A) Density functional theory data (ωB97M-V with the def2-TZVPD basis set) for a single C2H2O2 molecule.

- charge = 0
- frontier orbital gap (eV) = 9.597

Positions of all 6 atoms, in Å:
O: 1.611 -0.757 -0.607
C: 0.916 -0.165 0.143
C: -1.087 0.537 -0.243
O: -0.468 -0.499 0.263
H: 1.165 0.687 0.786
H: -2.137 0.197 -0.342

***

B) Density functional theory data (ωB97M-V with the def2-TZVPD basis set) for 2 unconnected molecules or ions with the total composition C2H2O2.

- charge = 0
- frontier orbital gap (spin up / spin down) (eV) = 8.511 / 8.546

Positions of all 6 atoms, in Å:
C: 1.148 -0.331 -0.666
C: -1.144 0.338 0.659
O: 1.580 0.379 -1.499
O: -1.615 1.410 0.527
H: 1.497 -1.314 -0.337
H: -1.465 -0.481 1.317

***

C) Density functional theory data (ωB97M-V with the def2-TZVPD basis set) for a single C2H2O2 molecule.

- charge = 0
- frontier orbital gap (eV) = 10.216
- SMILES = O=CC=O

Positions of all 6 atoms, in Å:
O: -0.672 0.829 -1.398
C: -0.134 -0.052 -0.782
C: 0.387 0.114 0.664
O: -0.616 -0.151 1.284
H: -0.269 -1.129 -1.009
H: 1.304 0.390 1.241

***

The most stable arrangement is C), and the next structure is 0.0605 hartree less stable.

***

A) Density functional theory data (ωB97M-V with the def2-TZVPD basis set) for a single C3H2N4O molecule.

- charge = 0
- frontier orbital gap (eV) = 9.625
- SMILES = c1nc2cnnn2o1

Positions of all 10 atoms, in Å:
C: 1.909 0.345 0.343
C: 0.023 -0.688 0.416
C: -1.130 -1.204 0.053
H: 2.906 0.856 0.215
H: -1.586 -2.181 0.388
N: 1.384 -0.846 0.620
N: -1.908 -0.404 -0.516
N: -1.261 0.770 -0.762
N: -0.196 0.617 0.050
O: 0.967 1.205 -0.152

***

B) Density functional theory data (ωB97M-V with the def2-TZVPD basis set) for a single C3H2N4O molecule.

- charge = 0
- frontier orbital gap (eV) = 8.340

Positions of all 10 atoms, in Å:
C: -0.332 -1.805 0.934
C: -0.364 -0.573 0.270
C: -0.271 0.791 -1.721
N: 0.994 0.951 -2.004
N: -0.145 0.652 0.540
N: -0.256 1.583 -0.484
N: 0.890 1.999 -1.185
O: -1.214 -2.397 1.510
H: 0.646 -2.291 0.692
H: 0.052 1.090 1.448

***

The most stable arrangement is A), and the next structure is 0.1905 hartree less stable.

***

A) Density functional theory data (ωB97M-V with the def2-TZVPD basis set) for 2 unconnected molecules or ions with the total composition C6H12N3S.

- charge = +1
- frontier orbital gap (spin up / spin down) (eV) = 5.777 / 6.151

Positions of all 22 atoms, in Å:
C: -3.114 -0.744 -0.452
C: -2.749 -0.496 0.826
C: -2.070 -0.360 -1.235
C: 1.832 2.775 -0.379
C: 1.872 -1.814 0.066
C: 0.212 0.414 -0.791
N: -1.475 0.019 0.828
N: -1.047 0.000 -0.484
N: 2.013 -1.877 1.343
S: 1.050 1.415 0.475
H: -4.115 -1.176 -0.690
H: -3.330 -0.626 1.861
H: -1.988 -0.416 -2.348
H: 2.839 3.093 0.012
H: 1.103 3.621 -0.232
H: 1.728 2.463 -1.413
H: 2.426 -1.037 -0.455
H: 1.459 -2.732 -0.395
H: 0.612 0.610 -1.775
H: -0.992 0.482 1.483
H: 2.436 -1.145 1.922
H: 1.298 -2.471 1.831

***

B) Density functional theory data (ωB97M-V with the def2-TZVPD basis set) for a gas-phase ion, C6H12N3S (charge +1).

- charge = +1
- frontier orbital gap (spin up / spin down) (eV) = 8.564 / 8.564

Positions of all 22 atoms, in Å:
C: 1.544 -0.963 -0.258
C: -0.408 -2.218 0.049
C: 0.890 1.814 0.570
C: -0.897 -1.120 0.892
C: 2.223 1.730 -0.102
C: -1.899 -0.026 -1.102
N: 0.916 -1.957 -0.411
N: 0.175 0.813 -0.214
N: -1.057 0.239 0.162
S: 2.926 -0.001 -0.096
H: -0.353 -3.115 0.635
H: -1.057 -2.353 -0.945
H: 0.887 1.592 1.658
H: 0.412 2.695 0.334
H: -1.900 -1.303 1.326
H: -0.181 -0.795 1.697
H: 2.285 2.159 -1.119
H: 3.062 2.257 0.435
H: -2.630 -0.897 -1.114
H: -2.216 1.001 -1.361
H: -1.118 -0.293 -1.930
H: -1.605 0.741 0.896

***

The most stable arrangement is A), and the next structure is 0.0108 hartree less stable.

***

A) Density functional theory data (ωB97M-V with the def2-TZVPD basis set) for a single C21H23NO4 molecule.

- charge = 0
- frontier orbital gap (eV) = 7.124
- SMILES = COc1ccc(N(C(=O)c2ccccc2OC(C)=O)[C@H](C)C2CC2)cc1

Positions of all 49 atoms, in Å:
C: 4.107 2.960 -2.423
H: 3.618 2.588 -3.450
O: 4.130 1.827 -1.555
C: 3.142 1.234 -1.212
C: 1.870 1.561 -1.840
C: 0.933 0.725 -1.172
C: 1.207 -0.207 -0.124
C: 2.369 -0.617 0.103
C: 3.451 0.144 -0.342
H: 4.388 0.083 0.096
H: 2.599 -1.532 1.010
N: 0.075 -1.260 0.136
C: -1.149 -0.389 0.577
O: -2.182 -1.216 0.996
C: -0.982 0.900 0.923
C: 0.049 1.390 2.094
C: 0.001 2.851 2.369
C: -0.793 3.655 1.823
C: -1.898 3.073 0.798
C: -1.793 1.810 0.595
O: -2.673 1.338 -0.594
C: -3.881 1.573 -0.300
O: -4.512 2.307 0.407
C: -4.656 0.846 -1.343
H: -4.824 -0.387 -1.402
H: -4.300 0.921 -2.448
H: -5.755 1.424 -1.650
H: -2.508 3.723 0.373
H: -0.701 4.681 2.124
H: 0.714 3.063 3.148
H: 0.588 0.509 2.427
C: 0.049 -2.581 -0.166
C: -0.323 -3.404 1.243
C: 0.303 -4.633 1.317
C: 0.802 -3.574 2.224
H: 0.429 -3.814 3.366
H: 1.702 -3.294 1.903
H: -0.299 -5.485 2.067
H: 0.955 -5.161 0.621
H: -1.181 -3.328 1.665
C: -0.952 -2.815 -1.031
H: -0.669 -4.034 -1.177
H: -0.539 -2.331 -2.071
H: -1.865 -2.553 -0.911
H: 1.152 -2.888 -0.412
H: -0.284 0.878 -1.575
H: 1.638 2.301 -2.362
H: 3.360 3.885 -2.113
H: 5.083 3.252 -2.732

***

B) Density functional theory data (ωB97M-V with the def2-TZVPD basis set) for a single C21H23NO4 molecule.

- charge = 0
- frontier orbital gap (eV) = 8.330
- SMILES = CCCCN1C(=O)[C@@](O)(CC(=O)c2ccccc2OC)c2ccccc21

Positions of all 49 atoms, in Å:
C: 3.482 -2.613 4.095
C: 3.268 -1.996 2.718
C: 2.530 -2.953 1.785
H: 1.552 -3.189 2.211
C: 2.349 -2.364 0.384
N: 1.550 -1.164 0.398
C: 2.098 0.086 0.342
O: 3.261 0.328 0.138
C: 0.952 1.113 0.501
C: -0.249 0.215 0.683
C: -1.571 0.514 0.920
C: -2.478 -0.534 1.039
C: -2.057 -1.848 0.929
C: -0.720 -2.160 0.718
C: 0.177 -1.115 0.607
H: -0.403 -3.189 0.646
H: -2.776 -2.648 1.019
H: -3.521 -0.318 1.218
H: -1.904 1.537 1.009
O: 1.201 1.942 1.600
H: 0.727 2.781 1.454
C: 0.887 1.922 -0.822
C: -0.293 2.853 -0.739
O: -0.308 3.721 0.119
C: -1.423 2.719 -1.684
C: -2.180 3.877 -1.881
C: -3.267 3.902 -2.728
C: -3.631 2.741 -3.386
C: -2.915 1.574 -3.195
C: -1.805 1.538 -2.354
O: -1.088 0.409 -2.129
C: -1.551 -0.820 -2.638
H: -2.562 -1.042 -2.284
H: -1.527 -0.840 -3.732
H: -0.864 -1.569 -2.248
H: -3.228 0.682 -3.714
H: -4.481 2.735 -4.053
H: -3.827 4.813 -2.871
H: -1.878 4.764 -1.345
H: 1.806 2.513 -0.860
H: 0.843 1.254 -1.675
H: 1.878 -3.096 -0.281
H: 3.321 -2.081 -0.028
H: 3.092 -3.885 1.695
H: 2.696 -1.072 2.821
H: 4.233 -1.736 2.278
H: 4.006 -1.917 4.745
H: 2.527 -2.859 4.556
H: 4.072 -3.524 4.020

***

The most stable arrangement is B), and the next structure is 0.6791 hartree less stable.

***

A) Density functional theory data (ωB97M-V with the def2-TZVPD basis set) for a molecular structure, C12H14ClN5O13SV.

- charge = -2
- multiplicity = 4
- frontier orbital gap (spin up / spin down) (eV) = 4.976 / 8.725
- <S²> = 3.777

Positions of all 47 atoms, in Å:
V: -0.277 0.303 0.647
C: -2.751 3.283 0.397
C: -2.610 2.184 -0.585
N: -1.721 1.209 -0.572
C: -1.972 0.416 -1.653
C: -3.033 0.911 -2.354
N: -3.418 2.032 -1.659
C: -3.688 0.474 -3.587
O: -3.181 -0.602 -4.149
O: -4.633 1.085 -4.050
C: -1.047 -0.715 -1.883
O: -1.218 -1.442 -2.885
O: -0.109 -0.782 -1.044
H: -1.797 3.465 0.892
H: -3.470 2.988 1.165
H: -3.096 4.193 -0.097
H: -4.199 2.602 -1.934
H: -2.361 -0.954 -3.636
O: 1.816 2.122 2.573
S: 0.621 2.336 1.788
O: 0.110 3.694 1.856
O: -0.463 1.344 2.172
O: 0.857 1.944 0.341
O: -1.923 -0.797 3.260
Cl: -2.665 -0.825 2.047
O: -3.715 -1.809 2.143
O: -3.245 0.444 1.736
O: -1.778 -1.238 0.952
N: 5.742 -3.119 0.757
C: 4.532 -3.530 1.301
O: 4.448 -4.672 1.762
C: 3.434 -2.581 1.258
C: 3.545 -1.231 0.835
C: 2.456 -0.409 0.858
N: 1.206 -0.806 1.236
C: 1.096 -2.104 1.659
C: 2.143 -2.978 1.682
H: 6.523 -3.710 0.976
H: 5.929 -2.142 0.625
H: 4.480 -0.806 0.492
H: 2.543 0.623 0.564
H: 0.108 -2.417 1.967
H: 2.003 -3.997 2.015
N: 1.411 1.641 -2.632
H: 0.477 1.797 -2.997
H: 1.515 0.633 -2.582
H: 1.378 1.944 -1.658

***

B) Density functional theory data (ωB97M-V with the def2-TZVPD basis set) for a molecular structure, C12H14ClN5O13SV.

- charge = -2
- multiplicity = 4
- frontier orbital gap (spin up / spin down) (eV) = 5.674 / 7.690
- <S²> = 3.757

Positions of all 47 atoms, in Å:
V: -0.115 0.173 0.042
C: -2.629 2.962 0.883
C: -2.712 2.138 -0.346
N: -1.871 1.184 -0.683
C: -2.298 0.660 -1.870
C: -3.426 1.314 -2.279
N: -3.669 2.246 -1.296
C: -4.311 1.206 -3.453
O: -3.993 0.293 -4.336
O: -5.279 1.941 -3.561
C: -1.520 -0.461 -2.482
O: -1.916 -0.915 -3.586
O: -0.522 -0.847 -1.830
H: -1.661 3.468 0.911
H: -2.685 2.305 1.753
H: -3.441 3.690 0.915
H: -4.445 2.885 -1.317
H: -3.128 -0.225 -4.052
O: 2.503 2.603 1.264
S: 1.152 2.497 0.719
O: 0.507 3.791 0.533
O: 0.299 1.583 1.580
O: 1.192 1.715 -0.590
O: -1.052 -1.670 3.199
Cl: -2.074 -1.422 2.223
O: -3.018 -2.505 2.197
O: -2.740 -0.176 2.481
O: -1.445 -1.359 0.891
N: 5.517 -2.959 3.124
C: 4.660 -3.585 2.258
O: 4.763 -4.771 2.006
C: 3.610 -2.705 1.660
C: 3.775 -1.334 1.517
C: 2.739 -0.572 1.003
N: 1.571 -1.117 0.644
C: 1.417 -2.439 0.765
C: 2.408 -3.268 1.255
H: 6.130 -3.557 3.650
H: 5.261 -2.073 3.523
H: 4.700 -0.838 1.782
H: 2.829 0.504 0.899
H: 0.449 -2.826 0.472
H: 2.247 -4.333 1.346
N: 0.761 1.808 -3.648
H: -0.173 2.162 -3.826
H: 0.672 0.797 -3.668
H: 0.964 2.033 -2.673

***

The most stable arrangement is B), and the next structure is 0.0413 hartree less stable.